Record 1
Entry from the OMol25 dataset: a 6-piece molecular cluster, C13H32N2O6S overall (the ωB97M-V functional and the def2-TZVPD basis).

## Properties
* net charge: 0
* SMILES: CCOS(C)(=O)=O.CC#N.CC#N.CCO.CCO.CCO
* orbital gap: 10.63 eV

Cartesian coordinates (Å):
S  -5.533  13.496  -19.342
O  -5.398  14.837  -19.741
O  -0.433  13.251  -19.288
O  -6.893  13.353  -18.543
O  -1.454  11.546  -22.201
O  -4.535  12.836  -18.577
O  -2.154  3.883  -21.680
N  2.030  8.465  -23.121
N  -2.065  16.768  -23.694
C  -8.071  13.961  -19.087
C  -2.142  10.543  -21.494
C  2.209  8.924  -20.578
C  -5.915  12.517  -20.796
C  2.125  8.683  -22.008
C  -2.063  5.292  -21.912
C  -1.737  9.155  -21.880
C  -9.252  13.353  -18.374
C  -2.310  15.654  -23.751
C  -0.723  14.587  -19.761
C  -1.198  5.532  -23.136
C  -2.668  14.254  -23.899
C  0.108  14.826  -20.988
H  -0.432  15.255  -18.947
H  1.253  8.710  -20.103
H  -1.048  13.087  -18.563
H  -8.122  15.032  -18.872
H  -1.730  5.887  -21.053
H  -1.981  8.817  -22.893
H  -3.175  14.094  -24.846
H  -0.208  5.117  -22.927
H  -0.679  8.904  -21.771
H  -3.075  5.667  -22.139
H  -9.109  13.140  -17.316
H  -1.047  6.604  -23.257
H  -2.259  8.389  -21.289
H  -4.999  12.471  -21.380
H  -1.603  5.031  -24.009
H  -8.114  13.856  -20.168
H  -6.684  13.083  -21.299
H  -10.190  13.895  -18.491
H  -2.115  10.667  -20.407
H  -0.204  14.235  -21.848
H  -1.082  12.120  -21.519
H  -3.213  10.721  -21.682
H  1.156  14.657  -20.740
H  -2.776  3.779  -20.953
H  -6.141  11.532  -20.404
H  2.409  9.971  -20.349
H  -1.738  13.685  -23.954
H  -3.239  13.880  -23.058
H  0.024  15.861  -21.327
H  -9.486  12.360  -18.785
H  3.021  8.327  -20.168
H  -1.789  14.700  -19.980

***

Record 2
Entry from the OMol25 dataset: a 2-piece molecular cluster, C5H7N overall (the ωB97M-V functional and the def2-TZVPD basis).

## Properties
* net charge: 0
* energy above the lowest of the compared OMol25 structures with the same formula, charge and spin: 5.6371 eV
* orbital gap (alpha / beta): 8.36 / 8.34 eV

Cartesian coordinates (Å):
N  -0.958  0.433  2.885
C  -0.990  0.019  1.806
C  1.103  1.567  0.357
C  0.198  -0.754  -0.264
C  -1.111  -0.573  0.468
C  0.311  -0.609  -1.590
H  -1.795  0.037  -0.131
H  2.210  1.445  0.311
H  1.209  -0.906  -2.124
H  -1.588  -1.555  0.595
H  0.919  2.341  -0.425
H  1.017  -1.185  0.308
H  -0.524  -0.259  -2.195

***

Record 3
Entry from the OMol25 dataset: C5H5N5O as an isolated structure (the ωB97M-V functional and the def2-TZVPD basis).

## Properties
* net charge: 0
* energy above the lowest of the compared OMol25 structures with the same formula, charge and spin: 5.9456 eV
* orbital gap (alpha / beta): 8.12 / 8.08 eV

Cartesian coordinates (Å):
O  -1.872  0.460  0.074
N  0.245  -1.825  0.078
N  2.449  -2.240  -0.089
N  -0.810  1.257  -0.011
N  0.967  -0.698  0.036
N  2.252  2.586  -0.137
C  1.537  1.667  -0.093
C  1.202  -2.693  0.076
C  0.585  0.630  -0.011
C  2.267  -0.977  -0.098
C  -2.994  1.330  -0.105
H  -3.477  1.529  0.909
H  1.156  -3.784  0.244
H  2.986  -0.245  0.099
H  -3.881  0.667  -0.506
H  -2.611  2.337  -0.464

***

Record 4
Entry from the OMol25 dataset: a 12-piece molecular cluster, H24O12 overall (the ωB97M-V functional and the def2-TZVPD basis).

## Properties
* net charge: 0
* SMILES: O.O.O.O.O.O.O.O.O.O.O.O
* energy above the lowest of the compared OMol25 structures with the same formula, charge and spin: 1.4060 eV
* orbital gap: 10.11 eV

Cartesian coordinates (Å):
O  21.623  -8.005  8.959
O  18.972  -9.210  7.714
O  22.861  -14.072  9.367
O  22.390  -13.562  6.324
O  22.353  -9.531  11.387
O  24.211  -9.050  7.627
O  24.284  -11.761  11.267
O  22.234  -11.209  4.841
O  19.340  -13.753  8.059
O  19.349  -9.777  10.802
O  21.632  -11.135  8.563
O  21.554  -8.869  6.184
H  18.637  -13.261  7.619
H  22.183  -10.389  8.838
H  21.698  -14.199  6.089
H  23.560  -11.399  10.740
H  22.756  -14.083  8.406
H  22.040  -8.572  6.962
H  24.826  -9.095  8.371
H  21.398  -8.069  5.670
H  24.536  -9.699  6.990
H  22.322  -11.978  5.434
H  19.937  -9.105  7.718
H  23.775  -14.334  9.529
H  18.629  -8.365  8.023
H  19.330  -10.610  11.286
H  21.724  -10.558  5.363
H  22.005  -9.951  12.182
H  24.132  -11.413  12.150
H  19.596  -10.026  9.895
H  22.569  -7.810  8.883
H  21.615  -9.001  11.057
H  23.224  -14.012  6.131
H  19.975  -13.074  8.326
H  21.281  -7.332  9.562
H  22.256  -11.790  8.223

***

Record 5
Entry from the OMol25 dataset: an isolated ion of composition C4H10NO and charge -1 (the ωB97M-V functional and the def2-TZVPD basis).

## Properties
* net charge: -1
* SMILES: CCCNC[O-]
* energy above the lowest of the compared OMol25 structures with the same formula, charge and spin: 0.7124 eV
* orbital gap: 6.77 eV

Cartesian coordinates (Å):
O  2.245  0.114  -0.313
N  0.506  -0.920  0.965
C  1.792  -0.080  0.916
C  -0.676  -0.096  0.958
C  -0.507  0.138  -1.688
C  -1.309  0.345  -0.398
H  -1.495  -0.616  1.481
H  -2.335  -0.052  -0.455
H  1.481  0.855  1.472
H  0.172  0.964  -1.851
H  -0.480  0.767  1.591
H  -1.141  -0.089  -2.546
H  0.588  -1.400  0.076
H  2.489  -0.634  1.603
H  -1.508  1.408  -0.306
H  0.177  -0.704  -1.505

***

Record 6
Entry from the OMol25 dataset: a 2-piece molecular cluster, C4H12 overall (the ωB97M-V functional and the def2-TZVPD basis).

## Properties
* multiplicity: 2
* net charge: +1
* ⟨S²⟩: 0.754
* energy above the lowest of the compared OMol25 structures with the same formula, charge and spin: 0.3614 eV
* orbital gap (alpha / beta): 13.88 / 5.01 eV

Cartesian coordinates (Å):
C  0.550  1.789  -0.040
C  1.133  1.174  1.191
C  -0.640  -2.088  -0.214
C  -1.011  -0.891  -0.948
H  0.533  2.874  -0.045
H  -0.453  1.314  -0.224
H  -1.857  -0.997  -1.626
H  -1.310  -0.017  -0.264
H  1.202  1.813  2.074
H  -1.027  -3.003  -0.680
H  -0.150  -0.392  -1.430
H  0.399  -2.188  0.063
H  0.638  0.248  1.457
H  -1.253  -2.117  0.723
H  2.200  0.978  0.948
H  1.045  1.501  -0.985